A structure of composition C28H27BF4N7O2S4W, computed with ωB97M-V with the def2-TZVPD basis set.

XYZ file:
```
74
Properties=species:S:1:pos:R:3:forces:R:3
W -0.298 -0.050 0.259 -0.9 0.2 -0.6
C 3.738 1.823 -0.605 0.1 0.0 0.0
C 2.354 1.600 -0.072 -0.1 -0.3 -0.2
N 1.713 0.485 -0.393 0.1 0.3 0.2
N 2.438 -0.248 -1.323 0.5 -0.1 -0.4
C 1.915 -1.315 -1.782 -0.3 0.1 0.4
S 0.429 -1.985 -1.176 0.1 0.5 0.2
S 2.616 -2.185 -3.126 0.3 -0.2 -0.1
C 4.427 -1.985 -2.838 -0.5 0.0 0.1
C 4.890 -2.918 -1.758 -0.1 0.0 0.0
C 5.012 -4.283 -2.013 0.0 0.0 0.0
C 5.324 -5.165 -0.993 0.0 0.0 -0.1
C 5.533 -4.697 0.298 0.0 0.0 0.0
C 5.459 -3.336 0.551 0.0 0.0 0.1
C 5.127 -2.452 -0.470 0.0 0.1 0.0
C 1.762 2.646 0.724 -0.3 0.0 0.4
C 2.194 3.976 0.586 0.0 -0.1 -0.1
C 1.592 4.994 1.284 0.0 0.1 0.0
C 0.568 4.705 2.183 0.0 -0.1 0.0
C 0.143 3.406 2.360 -0.1 -0.2 0.1
C 0.704 2.373 1.613 0.4 0.5 -0.3
O 0.238 1.135 1.738 0.1 -0.5 -0.1
H 4.313 0.903 -0.563 0.0 0.0 0.0
H 4.254 2.593 -0.041 -0.1 0.0 0.0
H 3.683 2.115 -1.656 0.0 0.0 0.0
H 4.594 -0.938 -2.599 0.1 0.0 0.0
H 4.866 -2.226 -3.804 0.0 0.1 0.0
H 4.856 -4.657 -3.018 0.0 0.0 0.0
H 5.405 -6.222 -1.207 0.0 0.0 0.0
H 5.756 -5.393 1.096 0.1 0.0 0.0
H 5.676 -2.954 1.542 0.0 0.0 0.0
H 5.071 -1.388 -0.270 0.0 0.0 0.0
H 2.968 4.212 -0.130 0.0 0.0 0.0
H 1.898 6.018 1.119 0.0 0.0 0.0
H 0.089 5.501 2.736 0.0 0.0 0.0
H -0.661 3.165 3.043 0.0 0.0 0.0
O -1.335 0.319 -2.136 -0.1 -0.2 -0.1
C -2.411 -0.426 -2.671 0.1 0.0 -0.1
C -2.612 -1.656 -1.835 0.0 0.2 0.1
C -3.185 -2.788 -2.395 -0.1 0.0 0.0
C -3.371 -3.912 -1.614 0.1 0.1 0.1
C -2.978 -3.856 -0.284 -0.1 -0.1 0.0
C -2.430 -2.686 0.196 -0.1 0.1 0.1
N -2.235 -1.590 -0.553 0.3 -0.3 -0.4
H -1.324 1.194 -2.547 0.0 0.2 0.2
H -2.196 -0.707 -3.704 -0.1 -0.1 0.0
H -3.334 0.165 -2.656 0.0 0.0 0.0
H -3.463 -2.784 -3.440 0.0 0.0 0.0
H -3.808 -4.812 -2.024 0.0 0.0 0.0
H -3.085 -4.709 0.371 0.0 0.0 0.0
H -2.131 -2.623 1.232 0.0 0.0 0.0
N -3.659 1.603 0.217 0.1 -0.1 -0.1
C -3.228 1.019 1.343 -0.4 -0.1 -0.1
N -2.192 0.216 1.417 0.6 0.0 0.2
C -2.079 -0.362 2.675 -0.4 0.2 0.2
C -3.036 0.004 3.554 0.2 -0.1 0.0
S -4.129 1.122 2.826 0.2 0.0 -0.2
C -0.967 -1.272 2.895 0.1 -0.2 0.4
C -0.718 -2.001 4.001 -0.1 0.1 -0.1
S 0.742 -2.899 3.824 0.0 0.1 -0.2
C 0.955 -2.228 2.243 0.1 0.0 -0.1
N -0.029 -1.425 1.867 -0.3 0.1 0.3
N 2.051 -2.475 1.524 0.1 -0.1 0.1
H -3.017 1.649 -0.563 0.0 0.1 0.0
H -4.286 2.386 0.292 0.0 0.1 0.0
H -3.157 -0.297 4.580 0.0 0.0 0.0
H -1.296 -2.058 4.907 0.0 0.0 0.0
H 2.677 -3.208 1.811 0.1 0.0 0.0
H 2.033 -2.263 0.535 0.0 0.0 0.0
F -2.141 2.983 -2.095 0.0 0.0 -0.1
B -1.299 3.414 -1.064 0.1 -0.3 0.2
F -0.725 2.050 -0.546 0.0 -0.1 0.2
F -0.237 4.133 -1.483 0.0 0.0 -0.1
F -1.998 3.931 -0.008 0.0 0.1 -0.1
```
Positions in Å, forces in eV/Å.

The value obtained for the total energy is -100716.5612 eV. Its net charge is +1. Its multiplicity is 3.

A structure of composition C28H27Br2MnN3O3S2, computed with ωB97M-V with the def2-TZVPD basis set.

XYZ file:
```
66
Properties=species:S:1:pos:R:3:forces:R:3
Mn 0.097 0.318 -0.239 0.0 0.5 1.3
C 0.680 -2.036 -1.657 0.0 -0.1 -0.4
N 0.776 -1.924 -0.183 0.0 0.1 -0.6
C -0.178 -2.814 0.487 0.0 0.1 0.1
C -0.382 -2.445 1.950 0.0 -0.1 0.0
N -1.133 -1.217 2.096 0.1 0.1 -0.1
C -2.561 -1.386 1.884 0.0 0.0 0.0
C -0.860 -0.445 3.266 0.0 -0.1 0.1
C -0.496 -1.071 4.454 0.0 0.0 0.0
C -0.233 -0.347 5.610 0.0 0.0 0.0
C -0.360 1.034 5.574 0.0 0.0 0.0
C -0.735 1.664 4.398 0.0 0.0 0.0
C -0.989 0.961 3.211 0.0 0.0 0.1
S -1.401 1.806 1.744 0.0 0.0 -0.2
C 2.136 -2.078 0.298 -0.1 0.0 0.2
C 2.832 -3.236 -0.027 0.0 0.0 0.0
C 4.126 -3.455 0.414 0.0 0.0 0.0
C 4.724 -2.479 1.207 0.0 0.0 0.0
C 4.036 -1.329 1.537 0.0 0.0 0.0
C 2.719 -1.077 1.101 0.0 0.0 0.0
S 1.894 0.372 1.597 0.0 -0.1 -0.1
H -0.030 -2.808 -1.965 0.1 -0.1 0.1
H 1.653 -2.226 -2.110 0.0 0.0 0.1
H 0.326 -1.102 -2.096 0.0 -0.2 -0.1
H 0.170 -3.857 0.425 0.0 0.0 0.0
H -1.126 -2.736 -0.047 0.0 0.0 0.0
H 0.593 -2.318 2.423 0.0 0.0 0.0
H -0.888 -3.297 2.443 0.0 0.0 0.0
H -2.992 -2.079 2.631 0.0 0.0 0.0
H -2.763 -1.759 0.882 0.0 0.0 0.0
H -3.044 -0.413 1.966 0.0 0.0 0.0
H -0.403 -2.151 4.472 0.0 0.0 0.0
H 0.071 -0.857 6.517 0.0 0.0 0.0
H -0.153 1.628 6.458 0.0 0.0 0.0
H -0.809 2.744 4.359 0.0 0.0 0.0
H 2.343 -3.977 -0.653 0.0 0.0 0.0
H 4.660 -4.356 0.136 0.0 0.0 0.0
H 5.740 -2.613 1.563 0.0 0.0 0.0
H 4.510 -0.570 2.147 0.0 0.0 0.0
C 0.693 3.671 -0.730 0.0 0.0 0.0
C -0.484 3.268 -1.562 -0.1 0.0 0.1
C -1.084 4.147 -2.488 -0.1 0.0 0.0
C -2.187 3.754 -3.195 0.1 0.0 0.0
C -2.729 2.469 -2.992 0.0 0.0 0.0
C -3.877 1.946 -3.638 0.0 -0.1 0.0
Br -4.842 3.002 -4.901 0.0 0.0 0.0
C -4.314 0.679 -3.369 0.0 0.1 0.0
C -3.632 -0.129 -2.456 0.0 0.0 0.0
Br -4.276 -1.892 -2.140 0.0 0.0 0.0
C -2.485 0.281 -1.763 -0.1 -0.1 0.1
O -1.844 -0.433 -0.938 0.2 -0.1 -0.3
C -2.058 1.644 -2.062 0.0 0.1 -0.1
N -0.969 2.059 -1.386 0.2 0.0 -0.2
H 0.895 4.739 -0.825 0.0 0.0 0.0
H 1.570 3.094 -1.027 0.0 0.0 0.0
H 0.489 3.424 0.315 0.0 0.0 0.0
H -0.660 5.133 -2.628 0.0 0.0 0.0
H -2.653 4.419 -3.910 0.0 0.0 0.0
H -5.193 0.288 -3.865 0.0 0.0 0.0
C 2.353 1.560 -3.784 0.0 0.0 0.0
C 2.589 0.730 -2.510 -0.1 0.0 -0.1
O 3.636 0.088 -2.428 0.0 -0.1 0.0
O 1.636 0.773 -1.669 -0.2 -0.1 -0.1
H 3.289 1.995 -4.135 0.0 0.0 0.0
H 1.604 2.337 -3.622 0.0 0.0 0.0
H 1.982 0.888 -4.563 0.0 0.0 0.0
```
Positions in Å, forces in eV/Å.

The value obtained for the total energy is -233168.3912 eV. Its net charge is -2. Its multiplicity is 6.